# 1
A structure of composition C37H51BrN2NiP2S, computed with ωB97M-V/def2-TZVPD.

Last column: Mulliken spin population.
Positions of all 95 atoms, in Å:
1 N -5.2953 3.8714 -4.7890  0.11
2 C -5.2969 4.2321 -3.5084  -0.04
3 C -4.7618 3.4222 -2.5034  0.13
4 C -4.0600 2.2358 -2.8582  0.02
5 C -4.1372 1.8513 -4.2332  0.11
6 C -4.7659 2.7037 -5.1501  -0.05
7 C -3.1818 1.5698 -1.9339  0.41
8 Ni -1.5926 0.2000 -0.7356  0.04
9 P 4.1053 -0.6831 -0.7166  0.65
10 C -1.8897 1.0710 -2.3738  0.10
11 C -0.6927 1.9591 -2.4875  0.08
12 C 0.1104 1.8468 -3.6278  -0.01
13 C 1.3109 2.5371 -3.7194  0.01
14 C 1.6791 3.4312 -2.7060  -0.02
15 C 0.8200 3.6830 -1.6278  0.02
16 C -0.3750 2.9627 -1.5383  0.01
17 Br 3.2645 4.4119 -2.9177  0.00
18 H -3.4930 1.5154 -0.8815  0.01
19 H -1.9585 0.3846 -3.2289  0.05
20 H -4.8316 3.7229 -1.4629  0.01
21 H -3.7388 0.9040 -4.5993  0.01
22 H -5.7552 5.1976 -3.2740  0.00
23 H -4.8492 2.4363 -6.2105  0.00
24 H -0.2163 1.1935 -4.4268  -0.01
25 H -1.0513 3.1486 -0.7132  -0.03
26 H 1.9756 2.3762 -4.5727  0.00
27 H 1.1049 4.4133 -0.8764  0.00
28 P -1.4508 -1.8007 -1.4718  0.01
29 C 4.0197 1.1549 -0.6596  0.07
30 C 5.3366 1.8311 -1.0661  0.03
31 H 3.7544 1.4360 0.3716  -0.02
32 H 3.1950 1.4500 -1.3227  0.03
33 H 5.3186 2.9006 -0.8223  0.00
34 H 6.1926 1.3958 -0.5332  -0.01
35 H 5.5238 1.7589 -2.1443  0.00
36 C 3.5651 -1.0782 -2.4377  0.07
37 C 4.6154 -1.8672 -3.2330  0.02
38 H 3.3279 -0.1237 -2.9333  0.01
39 H 2.6365 -1.6619 -2.3732  0.01
40 H 4.3294 -1.9142 -4.2915  0.00
41 H 5.6105 -1.4113 -3.1779  0.00
42 H 4.6944 -2.9009 -2.8726  0.00
43 C 2.7954 -1.2632 0.4272  0.10
44 C 3.3717 -1.8241 1.7298  0.03
45 H 2.2150 -2.0307 -0.1062  -0.02
46 H 2.1229 -0.4194 0.6303  0.01
47 H 2.5991 -2.3587 2.2927  0.01
48 H 4.1963 -2.5257 1.5532  -0.01
49 H 3.7449 -1.0309 2.3873  0.00
50 C -1.0626 -2.9227 -0.0784  0.00
51 C -1.7905 -4.2607 0.0090  0.00
52 H -1.2289 -2.3349 0.8341  0.00
53 H 0.0251 -3.0917 -0.1064  0.00
54 H -2.8607 -4.1395 0.2319  0.00
55 H -1.6861 -4.8380 -0.9201  0.00
56 H -1.3410 -4.8604 0.8170  0.00
57 C 0.1036 -1.8610 -2.4516  0.01
58 C 0.0341 -1.7782 -3.9686  0.01
59 H 0.6297 -2.7768 -2.1432  0.00
60 H 0.6783 -0.9985 -2.0725  0.00
61 H -0.6499 -2.5168 -4.4005  0.00
62 H -0.2620 -0.7807 -4.3154  0.00
63 H 1.0304 -1.9698 -4.3950  0.00
64 C -2.8501 -2.5457 -2.3766  0.01
65 C -4.2219 -2.2260 -1.7681  -0.02
66 H -2.6951 -3.6288 -2.4275  0.00
67 H -2.8063 -2.1720 -3.4130  0.00
68 H -5.0190 -2.4962 -2.4698  0.00
69 H -4.4077 -2.7679 -0.8322  0.00
70 H -4.3155 -1.1476 -1.5801  0.01
71 N -2.1615 -0.1369 1.0540  0.01
72 S -1.8447 0.4552 2.5529  0.00
73 C -0.7938 -0.8115 3.3122  0.00
74 C -1.2931 -2.1176 3.3826  0.00
75 C -0.5056 -3.1330 3.9329  0.00
76 C 0.7529 -2.8325 4.4725  0.00
77 C 1.2161 -1.5150 4.4621  0.00
78 C 0.4447 -0.4971 3.8856  0.00
79 C -0.7684 1.8651 2.4683  0.01
80 C 0.4332 1.9094 1.7567  -0.01
81 C 1.3089 2.9791 1.9778  0.00
82 C 0.9526 3.9978 2.8691  0.00
83 C -0.2992 4.0044 3.4870  0.00
84 C -1.1723 2.9448 3.2825  0.00
85 H -2.9281 -0.8109 1.1836  0.00
86 H -2.2894 -2.3405 2.9958  0.00
87 H -0.8659 -4.1597 3.9369  0.00
88 H 1.3714 -3.6255 4.9081  0.00
89 H 2.1881 -1.2665 4.8939  0.00
90 H 0.8222 0.5225 3.8573  0.00
91 H 0.6582 1.1098 1.0500  0.00
92 H 2.2507 3.0248 1.4330  0.00
93 H 1.6391 4.8196 3.0429  0.00
94 H -0.6201 4.8303 4.1295  0.00
95 H -2.1685 2.9000 3.7429  0.00

Values from the calculation:
Total charge: +2
2S+1: 3
Orbital gap (alpha / beta): 6.72 / 3.79 eV
E: -6712.51042 a.u.
Energy above the lowest of the compared OMol25 structures with the same formula, charge and spin: 85.2 kJ/mol
HOMO energy (alpha / beta): -11.98 / -12.85 eV

---

# 2
The molecule C6H10O, computed with ωB97M-V/def2-TZVPD.

Last column: natural (NBO) charge in e.
Positions of all 17 atoms, in Å:
1 C 1.8753 0.7474 -0.2696  -0.06
2 C 1.2736 -0.4830 -0.9573  -0.45
3 C 0.6229 -0.7426 0.4155  0.11
4 C -0.8784 -0.6192 0.2948  -0.26
5 C -1.9092 -0.1751 1.2900  -0.41
6 C -1.4718 0.7562 0.1936  -0.43
7 O 1.2774 0.4026 0.9921  -0.54
8 H 2.9693 0.7729 -0.2065  0.18
9 H 1.5118 1.7137 -0.6432  0.17
10 H 1.9839 -1.2291 -1.3187  0.21
11 H 0.5383 -0.2645 -1.7371  0.21
12 H 0.9416 -1.6629 0.9231  0.18
13 H -1.2504 -1.3751 -0.3966  0.21
14 H -1.6612 0.0770 2.3160  0.22
15 H -2.8792 -0.6489 1.1607  0.21
16 H -2.1404 1.0065 -0.6226  0.21
17 H -0.8188 1.5617 0.5227  0.23

Values from the calculation:
Orbital gap: 10.82 eV
E: -309.78220 a.u.
Energy above the lowest of the compared OMol25 structures with the same formula, charge and spin: 158.0 kJ/mol
SMILES: C1C[C@H](C2CC2)O1
HOMO energy: -9.64 eV

---

# 3
The ion C5H11N2OS with charge +1, computed with ωB97M-V/def2-TZVPD.

Last column: natural (NBO) charge in e.
Positions of all 20 atoms, in Å:
1 C 1.8564 0.2352 0.2813  0.45
2 C -1.4647 -0.3478 -0.2146  0.40
3 C 3.2688 0.4007 -0.1778  -0.70
4 C -0.7578 -1.5970 -0.5223  -0.73
5 C -3.4546 0.7444 0.4147  -0.29
6 N 1.3970 -0.3539 1.2946  -0.71
7 N 0.9154 0.8002 -0.5875  -0.79
8 O -2.7147 -0.4167 0.0687  -0.39
9 S -0.6444 1.1451 -0.0924  0.67
10 H 3.5765 1.4413 -0.0679  0.25
11 H 3.3690 0.1234 -1.2262  0.24
12 H 3.9346 -0.2212 0.4168  0.25
13 H -1.4630 -2.4139 -0.6517  0.27
14 H -0.0837 -1.8197 0.3137  0.31
15 H -0.1316 -1.4854 -1.4060  0.27
16 H -3.1570 1.1025 1.4030  0.22
17 H -4.5025 0.4472 0.4306  0.24
18 H -3.3025 1.5400 -0.3188  0.21
19 H 2.0795 -0.7770 1.9123  0.38
20 H 1.2793 1.4525 -1.2705  0.43

Values from the calculation:
Total charge: +1
Orbital gap: 9.64 eV
E: -779.78098 a.u.
Energy above the lowest of the compared OMol25 structures with the same formula, charge and spin: 86.4 kJ/mol
HOMO energy: -13.98 eV

---

# 4
A structure of composition C6H12AlIO3P, computed with ωB97M-V/def2-TZVPD.

Last column: natural (NBO) charge in e.
Positions of all 24 atoms, in Å:
1 C -2.0195 -3.2104 -0.4371  -0.91
2 P -0.8327 -1.7465 -0.6261  0.05
3 C -0.1881 -1.5617 -2.3994  -0.91
4 Al -1.6728 0.2359 0.2561  1.47
5 O -1.4195 1.8473 -0.6652  -0.94
6 C 0.0004 2.0289 -0.4853  -0.10
7 C 0.3762 1.8562 1.1011  0.09
8 C 1.9797 1.8210 1.0489  -0.55
9 C 2.6756 1.1538 2.3130  0.50
10 O 3.3481 1.8178 3.1349  -0.56
11 I 2.5141 -1.0132 2.6627  0.02
12 O -0.3443 0.6870 1.5318  -0.95
13 H -2.5970 -3.1458 0.5473  0.23
14 H -2.7614 -3.3450 -1.2966  0.20
15 H -1.3685 -4.1597 -0.3507  0.21
16 H 0.5302 -2.4382 -2.6008  0.21
17 H 0.4082 -0.5799 -2.4261  0.23
18 H -1.0170 -1.4979 -3.2000  0.20
19 H -3.1265 0.2843 0.8859  -0.44
20 H 0.4856 1.1089 -0.9685  0.14
21 H 0.3602 3.0429 -0.8844  0.16
22 H -0.0122 2.6595 1.8100  0.17
23 H 2.3464 2.9028 0.9225  0.23
24 H 2.3346 1.2517 0.1260  0.23

Values from the calculation:
Total charge: -1
Orbital gap: 6.48 eV
E: -1343.09813 a.u.
Energy above the lowest of the compared OMol25 structures with the same formula, charge and spin: 113.0 kJ/mol
HOMO energy: -3.78 eV

---

# 5
A cluster of 2 separate species, C7H14OS4 in total, computed with ωB97M-V/def2-TZVPD.

Last column: natural (NBO) charge in e.
Positions of all 26 atoms, in Å:
1 C -0.2331 -1.0411 -1.3835  0.09
2 C 2.3921 -2.5664 -1.7637  -0.66
3 C -1.8368 0.4002 1.7629  -0.67
4 C -1.5203 2.9261 1.3875  -0.69
5 C 1.0370 -3.0789 -1.3951  -0.07
6 C -1.5195 1.5234 0.8196  -0.06
7 C 0.5760 1.1728 0.3463  -0.60
8 O -0.1105 -2.2562 -1.7871  -0.48
9 S -1.3151 0.0183 -2.1330  -0.17
10 S 0.9036 2.4825 -0.8274  0.00
11 S 1.4292 1.4146 1.8901  0.07
12 S 0.8634 -0.4990 -0.1270  0.30
13 H 2.2960 -2.2307 -2.7447  0.22
14 H 2.6269 -1.6681 -1.2046  0.23
15 H 3.2015 -3.2135 -1.5159  0.23
16 H -1.8938 -0.5568 1.1441  0.22
17 H -0.9972 0.2815 2.3624  0.19
18 H -2.7148 0.3784 2.4766  0.23
19 H -2.3713 3.5929 1.1232  0.24
20 H -0.6718 3.5074 0.9862  0.24
21 H -1.2620 2.8057 2.5627  0.21
22 H 0.9099 -3.2005 -0.3872  0.18
23 H 0.8922 -4.0527 -1.8147  0.21
24 H -1.8569 1.4373 -0.2263  0.23
25 H 0.3762 2.0480 -1.9864  0.17
26 H 0.7992 0.3746 2.4349  0.12

Values from the calculation:
Orbital gap: 8.18 eV
E: -1942.96438 a.u.
Energy above the lowest of the compared OMol25 structures with the same formula, charge and spin: 97.5 kJ/mol
HOMO energy: -8.00 eV

---

# 6
A cluster of 3 separate species, C7H16O in total, computed with ωB97M-V/def2-TZVPD.

Last column: natural (NBO) charge in e.
Positions of all 24 atoms, in Å:
1 C -0.6156 -0.0060 0.5549  0.47
2 C 0.4511 -0.2652 -0.2748  0.11
3 C -1.5135 -0.8044 -1.5653  -0.73
4 C -1.3919 1.2683 0.6471  -0.70
5 C 1.1137 -1.6152 -0.2740  -0.66
6 C 1.4100 0.7261 1.7073  -0.73
7 C 1.0322 0.7337 -1.2310  -0.65
8 O -1.0234 -0.9900 1.3844  -0.69
9 H -1.7946 -0.7021 1.8844  0.48
10 H -2.4393 1.0664 0.4108  0.23
11 H -1.3236 1.6600 1.6645  0.23
12 H -1.8717 0.1167 -2.0181  0.17
13 H -2.2826 -1.3583 -1.0344  0.18
14 H -0.9534 -1.4256 -2.2576  0.18
15 H -1.0306 2.0267 -0.0381  0.24
16 H 0.8823 0.3859 -2.2549  0.23
17 H 1.2100 -1.9729 -1.3002  0.22
18 H 0.5559 -2.3478 0.3019  0.24
19 H 2.1175 -1.5301 0.1458  0.22
20 H 1.0688 0.2608 2.6275  0.18
21 H 1.2725 1.8043 1.6843  0.17
22 H 2.4168 0.4270 1.4316  0.18
23 H 2.1064 0.8146 -1.0563  0.22
24 H 0.6031 1.7273 -1.1399  0.22

Values from the calculation:
Orbital gap (alpha / beta): 7.13 / 7.15 eV
E: -351.35241 a.u.
Energy above the lowest of the compared OMol25 structures with the same formula, charge and spin: 529.2 kJ/mol
HOMO energy (alpha / beta): -6.46 / -6.48 eV

---

# 7
A cluster of 2 separate species, C2H4OS2 in total, computed with ωB97M-V/def2-TZVPD.

Last column: natural (NBO) charge in e.
Positions of all 9 atoms, in Å:
1 C -0.8260 0.4346 -0.3047  -0.40
2 C 0.2690 -0.3228 -0.2837  -0.39
3 O 1.9542 1.6982 0.0645  -0.92
4 S 3.3676 -0.8400 -0.0945  -0.40
5 S 1.8627 0.2886 0.3318  1.41
6 H -1.6709 0.1172 -0.7614  0.21
7 H -0.8523 1.5899 -0.2714  0.24
8 H 0.1424 -1.9687 -0.4248  0.23
9 H 1.3518 0.1221 1.5817  0.03

Values from the calculation:
Orbital gap: 9.69 eV
E: -950.02589 a.u.
Energy above the lowest of the compared OMol25 structures with the same formula, charge and spin: 479.9 kJ/mol
HOMO energy: -9.69 eV

---

# 8
The molecule C6H13NO, computed with ωB97M-V/def2-TZVPD.

Last column: natural (NBO) charge in e.
Positions of all 21 atoms, in Å:
1 C 0.5052 1.7510 0.9830  -0.50
2 C -0.2465 0.9658 0.2158  0.34
3 O -1.6206 1.5101 -0.1549  -0.45
4 N -2.0512 1.2230 -1.4986  -0.52
5 C 0.0011 -0.3455 -0.4286  -0.30
6 C 0.7098 -0.2212 -1.7734  -0.60
7 C 0.9367 -1.2054 0.6213  -0.37
8 C 0.2321 -1.5898 1.9112  -0.62
9 H 0.1270 2.7168 1.3007  0.22
10 H 1.4582 1.4322 1.3876  0.21
11 H -1.9988 2.1369 -1.9481  0.34
12 H -3.0453 1.0425 -1.3599  0.35
13 H -0.9152 -0.9352 -0.5212  0.23
14 H 0.0412 0.2291 -2.5160  0.23
15 H 1.6030 0.4074 -1.7022  0.21
16 H 1.0159 -1.2032 -2.1469  0.21
17 H 1.1941 -2.1177 0.0722  0.20
18 H 1.8866 -0.7013 0.8226  0.20
19 H 0.8359 -2.3117 2.4714  0.21
20 H 0.0658 -0.7245 2.5576  0.21
21 H -0.7351 -2.0593 1.7063  0.20

Values from the calculation:
Orbital gap: 10.19 eV
E: -366.31000 a.u.
Energy above the lowest of the compared OMol25 structures with the same formula, charge and spin: 325.3 kJ/mol
SMILES: C=C(ON)[C@@H](C)CC
HOMO energy: -9.07 eV

---

# 9
A structure of composition CoF7Pb3, computed with ωB97M-V/def2-TZVPD.

Last column: Mulliken spin population.
Positions of all 11 atoms, in Å:
1 Pb -2.4992 -0.0863 1.0630  0.00
2 Pb 0.1223 -1.3839 -2.6342  0.23
3 Pb -0.1517 2.5807 -1.5783  0.80
4 Co 1.3103 -0.1978 0.8829  2.86
5 F -1.4379 -2.6602 -1.0393  0.01
6 F 2.0741 1.5259 -0.3915  0.02
7 F 1.9058 -1.3526 -0.9587  0.02
8 F 0.7372 -1.8491 1.9178  0.06
9 F -1.9113 2.4328 0.5911  0.00
10 F 0.2745 1.0190 2.2972  0.04
11 F -0.4240 -0.0285 -0.1499  -0.02

Values from the calculation:
2S+1: 5
Orbital gap (alpha / beta): 5.45 / 6.13 eV
E: -2660.34253 a.u.
HOMO energy (alpha / beta): -7.78 / -8.81 eV

---

# 10
A structure of composition C5H12AsN5PdS3, computed with ωB97M-V/def2-TZVPD.

Last column: Mulliken charge in e.
Positions of all 27 atoms, in Å:
1 Pd -0.1607 0.2224 -1.2443  -0.67
2 S 1.2071 -3.2976 1.6053  -0.58
3 C 0.6593 -2.0672 0.5631  0.25
4 S -0.8060 -1.1678 0.8492  -0.57
5 S 1.5099 -1.6155 -0.8604  -0.50
6 N -0.6550 -2.0099 3.9983  -0.64
7 N -0.4291 -0.8395 4.6964  1.13
8 N 0.7652 -0.4034 5.0313  -0.75
9 C 0.4536 0.6815 5.7302  -0.01
10 N -0.8622 0.8889 5.8065  -0.38
11 N -1.4156 -0.1115 5.1443  -0.49
12 H -0.9679 -1.7596 3.0367  0.26
13 H 0.2624 -2.4193 3.7973  0.33
14 H 1.1933 1.3229 6.1773  0.42
15 C -1.2388 3.7511 -1.6599  -1.15
16 As -0.8492 1.9935 -2.4834  0.77
17 C -2.5534 1.8896 -3.4861  -1.15
18 C 0.1639 2.7762 -4.0053  -1.19
19 H -1.6020 4.4721 -2.3985  0.34
20 H -0.3308 4.1329 -1.1918  0.31
21 H -1.9880 3.6041 -0.8819  0.32
22 H -2.7558 2.8228 -4.0208  0.35
23 H -3.3585 1.6852 -2.7802  0.32
24 H -2.5004 1.0634 -4.1953  0.31
25 H -0.3708 3.6151 -4.4626  0.33
26 H 0.3340 1.9950 -4.7470  0.32
27 H 1.1349 3.1124 -3.6391  0.33

Values from the calculation:
Total charge: -2
Orbital gap: 5.03 eV
E: -4029.69017 a.u.
Energy above the lowest of the compared OMol25 structures with the same formula, charge and spin: 0.0 kJ/mol
HOMO energy: 0.34 eV

---

# 11
A structure of composition C2H2Cl2I2, computed with ωB97M-V/def2-TZVPD.

Last column: Mulliken spin population.
Positions of all 8 atoms, in Å:
1 C -0.4936 0.1342 -0.0318  0.04
2 C -0.9814 1.5096 0.5633  0.35
3 Cl -1.7508 -1.0803 -0.1439  0.01
4 Cl -1.8721 2.4764 -0.6745  0.05
5 I -1.9194 1.3881 2.5023  0.21
6 I 0.9538 2.5915 0.8344  1.35
7 H 0.1175 -0.2145 0.6785  -0.01
8 H 0.0109 0.2988 -0.9439  -0.01

Values from the calculation:
2S+1: 3
Orbital gap (alpha / beta): 6.61 / 5.76 eV
E: -1593.03156 a.u.
Energy above the lowest of the compared OMol25 structures with the same formula, charge and spin: 0.0 kJ/mol
HOMO energy (alpha / beta): -6.59 / -9.73 eV

---

# 12
A cluster of 2 separate species, C2H4S3 in total, computed with ωB97M-V/def2-TZVPD.

Last column: natural (NBO) charge in e.
Positions of all 9 atoms, in Å:
1 S 1.0199 -1.7120 -0.2107  0.12
2 C 1.4277 -0.1871 -0.2273  -0.31
3 C 1.3966 1.1455 -0.8591  -0.55
4 S 2.5342 0.9173 0.4860  0.26
5 H 1.8089 1.2951 -1.9611  0.24
6 H 0.5730 1.8011 -0.6342  0.23
7 S -2.2547 -0.9226 1.0588  -0.31
8 H -3.1779 -1.5710 0.3111  0.15
9 H -3.3277 -0.7663 2.0365  0.16

Values from the calculation:
Orbital gap: 8.44 eV
E: -1273.09152 a.u.
Energy above the lowest of the compared OMol25 structures with the same formula, charge and spin: 158.4 kJ/mol
SMILES: S=C1CS1.S
HOMO energy: -8.71 eV